No. 1
Computed, not measured: a 12-piece molecular cluster, C38H64F8O18 overall at a distorted geometry, with the ωB97M-V functional and the def2-TZVPD basis.

Computed properties:
* frontier orbital gap: 9.52 eV
* SMILES: O=C1OC[C@@H](F)O1.O=C1OC[C@@H](F)O1.CCOC(=O)C(F)(F)F.CCOC(=O)C(F)(F)F.CC(C)=O.CC(C)=O.CC(C)=O.CC(C)=O.CC(C)=O.CC(C)=O.CC(C)=O.CC(C)=O
* E_LUMO: 0.3 eV
* E_HOMO: -0.340 hartree
* largest force on an atom: 0.1179 hartree/bohr

CARTESIAN COORDINATES (ANGSTROEM)
C -2.44668 1.21375 -6.91879
C -3.32137 -0.01425 -6.60842
O -2.62657 -0.71136 -5.59528
C -1.68904 -1.56787 -5.97728
O -1.51646 -1.97007 -7.16230
C -0.74442 -2.05344 -4.85835
F 0.59468 -1.96429 -5.13791
F -0.95849 -1.33491 -3.70549
F -0.99052 -3.33830 -4.50158
H -2.34268 1.85631 -6.04449
H -2.84897 1.85168 -7.70575
H -1.46590 0.87589 -7.25348
H -3.48955 -0.52054 -7.55894
H -4.22215 0.40319 -6.15850
C 4.64335 0.17032 1.82229
C 4.03182 -0.26433 3.17443
O 5.03829 -0.84611 3.98367
C 5.16862 -2.19873 4.04104
O 4.42530 -2.96279 3.44631
C 6.37795 -2.76166 4.88641
F 5.84967 -3.32295 5.94930
F 7.00224 -3.62542 4.16606
F 7.23162 -1.76729 5.29843
H 5.43333 0.89330 2.02556
H 3.86759 0.63316 1.21232
H 5.01758 -0.67016 1.23778
H 3.22673 -0.95462 2.92260
H 3.51432 0.44790 3.81708
C -4.53144 -2.31908 -0.24789
C -4.88276 -1.63304 -1.58526
O -6.00318 -1.26393 -1.78343
C -3.77956 -1.31751 -2.60375
H -3.81927 -3.09320 -0.53364
H -5.38641 -2.81042 0.21656
H -3.88828 -1.70062 0.37818
H -3.16366 -2.20290 -2.76139
H -3.17733 -0.47638 -2.26036
H -4.21706 -0.96497 -3.53778
C -5.29506 2.36246 -1.00585
C -3.92224 2.52054 -1.70386
O -2.86442 2.69282 -1.06754
C -3.94572 2.44485 -3.20204
H -5.61618 1.35025 -1.25164
H -5.94157 3.13847 -1.41566
H -5.24909 2.37754 0.08307
H -3.68645 1.40073 -3.37727
H -3.18169 3.07276 -3.66040
H -4.90030 2.75187 -3.62938
C 0.78818 -1.27821 1.09038
C 0.48248 0.03654 0.34843
O 1.29297 0.90409 0.24538
C -0.88305 0.12968 -0.44021
H 1.11248 -0.93423 2.07252
H 1.62871 -1.84078 0.68402
H -0.11186 -1.86752 1.26573
H -0.87986 1.02977 -1.05495
H -1.69685 0.24310 0.27600
H -1.08676 -0.72471 -1.08567
C 4.71456 5.67702 1.51197
C 4.26538 4.22328 1.53469
O 4.93189 3.30802 1.06848
C 2.85262 4.01459 2.00263
H 5.76384 5.77328 1.23298
H 4.65784 6.00501 2.54991
H 4.17418 6.33447 0.83090
H 2.67195 4.01995 3.07754
H 2.40275 3.16538 1.48829
H 2.25441 4.84314 1.62348
C 5.29036 -1.01845 -1.41867
C 3.89045 -1.55408 -1.61456
O 3.38479 -2.37939 -0.81378
C 3.05962 -0.87459 -2.70489
H 5.07148 0.03858 -1.26741
H 5.97245 -1.24048 -2.23938
H 5.75115 -1.36380 -0.49320
H 2.21495 -0.31924 -2.29720
H 2.73473 -1.69693 -3.34230
H 3.59690 -0.14071 -3.30561
C 0.73685 2.29594 -3.00819
C 1.58089 3.33055 -2.27698
O 1.16628 4.48450 -2.02985
C 3.06322 3.01997 -1.98580
H 1.12123 2.15978 -4.01904
H -0.27913 2.68926 -2.97370
H 0.84203 1.34582 -2.48445
H 3.40233 3.74550 -1.24639
H 3.69313 3.05076 -2.87483
H 3.25328 2.04435 -1.53842
C 0.01294 3.75526 4.83970
C 0.50039 2.28445 4.80350
O 0.92928 1.67076 5.82096
C 0.18819 1.51860 3.54199
H 0.84911 4.44491 4.72436
H -0.60499 3.91078 5.72405
H -0.66160 3.78183 3.98390
H 0.64322 2.12071 2.75554
H -0.88408 1.42099 3.37228
H 0.51066 0.47981 3.61287
C -3.57971 -3.18681 3.24622
C -2.15387 -3.59023 2.86672
O -1.19184 -3.15347 3.49530
C -1.93921 -4.24185 1.53722
H -3.51962 -2.25440 3.80756
H -3.97264 -3.92167 3.94885
H -4.26431 -3.00909 2.41686
H -1.71807 -3.54520 0.72859
H -2.82759 -4.84030 1.33541
H -1.05176 -4.87440 1.51672
C 1.97300 -5.45332 -0.80803
C 2.18492 -5.16850 -2.30509
O 1.20282 -4.19631 -2.58835
C 0.26100 -4.16320 -1.62506
O -0.72639 -3.46272 -1.64744
O 0.61443 -4.98218 -0.58967
F 2.06220 -6.26322 -3.02336
H 2.62356 -4.80669 -0.21918
H 2.07189 -6.44891 -0.37546
H 3.17479 -4.72797 -2.42424
C -4.82151 2.73055 4.22237
C -4.50120 1.76301 5.28492
O -3.74664 0.80626 4.58996
C -4.04271 0.92816 3.26471
O -3.64787 0.09250 2.38632
O -4.89037 1.96385 3.08116
F -5.59879 1.26326 5.76802
H -4.01538 3.46317 4.18349
H -5.77085 3.22015 4.43951
H -3.86234 2.16550 6.07102

Atomic partial charges in e from the Löwdin method, atoms 1 to 4:
1 C -0.052
2 C -0.191
3 O 0.005
4 C -0.316

=====

No. 2
Computed, not measured: C38H64IN4OS2 as an isolated structure at a distorted geometry, with the ωB97M-V functional and the def2-TZVPD basis.

Computed properties:
* frontier orbital gap: 5.70 eV
* E_LUMO: -2.7 eV
* total charge: +1
* E_HOMO: -0.310 hartree
* largest force on an atom: 0.0360 hartree/bohr

CARTESIAN COORDINATES (ANGSTROEM)
C 1.14683 -3.32034 5.26891
O -0.18343 -3.67769 4.99399
C -0.69707 -3.10244 3.80627
C -1.63305 -1.93170 4.08945
C -1.98145 -1.20804 2.78209
C -3.29281 -1.67120 2.11496
C -3.77132 -0.56037 1.15487
C -4.48454 -1.06576 -0.10486
C -4.20708 -0.20745 -1.36121
C -4.32982 1.31487 -1.15524
C -3.08423 2.12481 -1.54688
C -1.81252 1.74998 -0.79237
C -0.53965 2.26545 -1.47008
C -0.20901 1.38854 -2.71593
C 1.05582 0.55910 -2.62127
C 1.88329 0.32327 -3.69021
C 1.55432 0.83540 -5.07816
C 0.96180 -0.32134 -5.92113
C -0.40068 -0.77401 -5.37087
C -1.57633 -0.21564 -6.20623
C -0.50870 -2.31119 -5.20686
C -1.09306 -2.60268 -3.81213
C -1.77171 -3.95728 -3.72526
C -2.69830 -4.21768 -2.73524
C -2.31425 -4.28070 -1.26756
C -4.14949 -4.40786 -3.05519
C 3.11224 -0.44289 -3.54841
I 4.41978 -0.74726 -5.16269
C 3.50283 -0.98807 -2.36613
N 4.72457 -1.68677 -2.26108
C 4.82224 -2.72387 -1.62847
S 5.06904 -3.96938 -0.73794
C 2.64272 -0.79578 -1.25354
N 2.85289 -1.26645 -0.03316
S 1.59413 -0.84011 0.86863
N 0.76393 -0.00017 -0.22442
C 1.43022 -0.03974 -1.37375
H 1.50618 -3.99090 6.04892
H 1.79945 -3.44581 4.39930
H 1.22221 -2.29933 5.66542
H 0.13939 -2.69977 3.22065
H -1.16581 -3.86328 3.17718
H -2.52171 -2.23561 4.63892
H -1.05299 -1.23277 4.70002
H -1.17555 -1.29035 2.04652
H -2.09661 -0.13525 2.97006
H -4.04088 -1.88721 2.87608
H -3.06758 -2.53489 1.48725
H -2.85416 -0.07066 0.81573
H -4.33369 0.19921 1.69950
H -4.13017 -2.07315 -0.32578
H -5.56672 -1.07518 0.03882
H -3.25127 -0.50435 -1.80097
H -4.98069 -0.48876 -2.07945
H -4.58761 1.59052 -0.13206
H -5.13422 1.67693 -1.79750
H -3.29535 3.17382 -1.30729
H -2.91574 2.11124 -2.62764
H -1.85149 2.03200 0.26388
H -1.72986 0.66050 -0.79125
H 0.31218 2.25419 -0.79595
H -0.70912 3.28695 -1.81851
H -0.19981 2.04766 -3.57709
H -1.04210 0.69403 -2.85748
H 0.84572 1.65861 -5.04208
H 2.46190 1.22408 -5.53705
H 1.65046 -1.16182 -5.86166
H 0.91157 0.01449 -6.95799
H -0.53222 -0.37737 -4.37069
H -1.89599 -0.92388 -6.96664
H -2.40733 0.01469 -5.53656
H -1.27406 0.73280 -6.65308
H 0.47105 -2.78482 -5.25505
H -1.20842 -2.72136 -5.93506
H -1.86137 -1.85753 -3.59392
H -0.30654 -2.50297 -3.04523
H -1.51800 -4.75969 -4.41588
H -3.11387 -4.76510 -0.70749
H -2.16749 -3.29485 -0.80128
H -1.40756 -4.86419 -1.13520
H -4.62884 -3.42491 -3.03614
H -4.30473 -4.88347 -4.02683
H -4.66052 -5.01131 -2.29794
C 0.76541 2.68338 2.84280
C 2.10381 2.98214 2.15072
C 3.35709 2.75640 2.98492
N 3.78116 3.86436 3.92117
C 4.20629 5.06781 3.15123
C 2.75225 4.22887 4.95868
C 2.82201 3.09704 5.95950
C 4.33187 2.84689 6.08497
C 4.94179 3.34802 4.76471
H 0.34951 3.55207 3.35256
H 0.02654 2.38837 2.09790
H 0.85441 1.86827 3.56316
H 2.08184 3.97673 1.70260
H 2.18296 2.28528 1.31295
H 4.21000 2.62278 2.31889
H 3.26382 1.84599 3.57606
H 3.35689 5.45840 2.59912
H 5.00645 4.78329 2.47240
H 4.56113 5.81869 3.85151
H 3.07838 5.16600 5.41026
H 1.78532 4.38412 4.49346
H 2.30952 2.21239 5.58205
H 2.35950 3.35725 6.90820
H 4.55551 1.79851 6.26769
H 4.74887 3.41059 6.91724
H 5.46206 2.57580 4.20520
H 5.61740 4.18187 4.93558

Atomic partial charges in e from the Löwdin method, atoms 1 to 4:
1 C -0.122
2 O -0.178
3 C -0.238
4 C -0.166